No. 1
Here is C3H7NO3S in the gas phase in a non-equilibrium geometry from OMol25. Energies are from ωB97M-V/def2-TZVPD.

Last column: Mulliken charge in e.
Geometry (Å):
C: 2.013 0.207 1.514  -0.22
N: 1.884 0.115 0.271  -0.40
C: 0.893 -0.742 -0.241  -0.34
C: -0.054 0.014 -1.073  -0.77
S: -1.462 0.737 -0.194  1.10
O: -1.393 0.311 1.151  -0.55
O: -1.775 2.095 -0.477  -0.55
O: -2.543 -0.313 -1.045  -0.51
H: 2.748 0.914 1.843  0.30
H: 1.435 -0.441 2.323  0.19
H: 0.250 -0.981 0.656  0.32
H: 1.369 -1.593 -0.749  0.34
H: 0.431 0.752 -1.819  0.38
H: -0.573 -0.673 -1.725  0.39
H: -3.222 -0.402 -0.436  0.32

Cartesian forces, eV/Å:
-0.644 -1.120 1.234
1.198 0.963 0.228
-1.017 -0.639 2.198
0.019 1.627 -3.365
-0.079 -1.367 -2.446
-0.452 -0.410 1.370
0.039 -0.149 -0.412
3.101 2.116 -0.207
0.332 0.239 0.622
0.897 1.285 -1.674
0.663 -1.232 -0.879
-0.499 0.199 0.066
-0.726 -0.763 1.605
-0.117 -0.212 -0.181
-2.715 -0.539 1.843

Strongest force on any atom   3.76 eV/A
Energy relative to the best compared isomer or geometry (same formula, charge and spin)   1.8528 eV
SMILES   C=NCCS(=O)(=O)O
HOMO-LUMO gap   0.389 hartree
Net charge   0

No. 2
Here is C3H7NO3S2 in the gas phase in a non-equilibrium geometry from OMol25. Energies are from ωB97M-V/def2-TZVPD.

Last column: Mulliken charge in e.
Geometry (Å):
C: -1.838 0.263 -0.185  -0.63
C: -1.837 -1.039 0.568  -0.35
C: 0.497 0.202 -0.678  -0.37
N: -0.569 0.847 -0.017  -0.21
O: 2.754 1.364 -0.255  -0.48
O: 1.751 0.147 1.683  -0.56
O: 2.838 -1.050 -0.367  -0.57
S: -0.593 -2.117 -0.043  -0.16
S: 2.052 -0.006 0.263  1.17
H: -2.017 0.339 -1.331  0.23
H: -2.492 0.952 0.262  0.38
H: -1.569 -1.038 1.679  0.31
H: -2.781 -1.489 0.208  0.32
H: 0.627 0.227 -1.737  0.25
H: -0.240 1.214 0.890  0.32
H: 3.416 1.185 -0.939  0.36

Cartesian forces, eV/Å:
0.312 1.514 -1.437
-0.167 -1.799 0.129
-1.802 -1.324 3.457
4.786 0.646 -1.005
-0.193 0.137 0.777
0.752 -0.286 -2.443
-0.969 0.785 1.259
1.798 0.937 -1.531
-0.470 0.326 -0.706
-0.135 -1.234 1.948
-1.443 0.796 0.549
-1.484 0.893 -1.374
0.079 -0.084 1.158
-0.196 -0.330 -0.563
-0.825 -0.657 -0.357
-0.045 -0.321 0.140

Strongest force on any atom   4.93 eV/A
Energy relative to the best compared isomer or geometry (same formula, charge and spin)   1.7042 eV
HOMO-LUMO gap (spin up / spin down)   0.277 / 0.277 hartree
Net charge   0

No. 3
Here is C3H7NO4 in the gas phase in a non-equilibrium geometry from OMol25. Energies are from ωB97M-V/def2-TZVPD.

Last column: Mulliken charge in e.
Geometry (Å):
C: -1.081 -0.651 -1.856  -0.51
O: -1.443 -0.162 -0.591  -0.24
O: -0.507 -0.859 0.522  -0.34
C: 0.496 -0.004 0.834  0.72
N: 0.551 0.235 2.244  -0.61
O: 1.754 -0.287 0.297  -0.52
C: -0.021 1.398 0.124  0.04
O: 0.547 1.892 -0.794  -0.48
H: -1.850 -0.291 -2.544  0.26
H: -0.089 -0.295 -2.159  0.29
H: -1.085 -1.746 -1.855  0.23
H: 1.462 0.579 2.520  0.26
H: 0.314 -0.599 2.768  0.22
H: 1.736 -1.061 -0.282  0.32
H: -0.783 1.850 0.772  0.34

Cartesian forces, eV/Å:
0.704 -0.677 0.012
0.983 -1.000 2.006
-1.987 -0.691 -1.959
-0.120 3.362 -1.262
-0.312 -0.203 0.020
0.159 -0.704 -0.030
1.501 -0.846 1.658
-0.195 0.201 -0.343
0.017 0.099 0.154
-0.202 0.123 -0.031
-0.107 0.114 -0.048
0.015 -0.163 -0.078
0.076 -0.001 0.062
-0.195 0.146 0.117
-0.339 0.240 -0.279

Strongest force on any atom   3.59 eV/A
Energy relative to the best compared isomer or geometry (same formula, charge and spin)   5.6696 eV
SMILES   COO[C@@](N)(O)C=O
HOMO-LUMO gap   0.329 hartree
Net charge   0

No. 4
Here is C3H7NO4S in the gas phase in a non-equilibrium geometry from OMol25. Energies are from ωB97M-V/def2-TZVPD.

Last column: Mulliken charge in e.
Geometry (Å):
C: 0.412 0.196 0.681  0.30
C: -1.036 0.000 0.482  -0.97
C: 0.786 1.409 -0.209  0.35
H: 1.466 -1.358 -0.415  0.31
H: 2.191 -0.574 0.856  0.38
H: 0.740 0.791 1.529  0.20
H: -1.364 -0.653 1.265  0.56
H: -1.650 0.933 0.697  0.35
H: -1.172 -2.432 -0.454  0.36
H: 2.332 1.898 -1.327  0.38
N: 1.280 -1.006 0.646  -0.69
O: -1.060 -1.871 -1.319  -0.48
O: -3.291 -0.575 -0.426  -0.56
O: 2.079 1.186 -0.591  -0.48
O: 0.147 2.480 -0.397  -0.59
S: -1.861 -0.424 -1.019  0.56

Cartesian forces, eV/Å:
1.182 1.428 -2.220
-1.769 1.480 2.224
-0.127 2.458 -1.016
-0.984 1.153 3.126
-0.193 -0.809 0.100
-0.930 -0.666 1.465
-0.671 -0.937 0.138
1.162 -0.733 -0.066
0.386 1.181 -2.190
-0.731 -1.884 2.454
0.704 0.368 -3.017
-1.246 -0.638 2.550
3.579 -0.189 -1.835
0.024 2.951 -2.966
2.272 -4.146 0.433
-2.661 -1.018 0.819

Strongest force on any atom   4.75 eV/A
Energy relative to the best compared isomer or geometry (same formula, charge and spin)   2.0995 eV
HOMO-LUMO gap   0.372 hartree
Net charge   0

No. 5
Here is C3H7NOP2 in the gas phase in a non-equilibrium geometry from OMol25. Energies are from ωB97M-V/def2-TZVPD.

Last column: Mulliken charge in e.
Geometry (Å):
P: 2.921 -0.700 0.113  -0.09
P: 1.272 0.555 -0.302  -0.08
C: -0.258 0.107 0.585  0.04
C: -1.521 0.841 0.126  -0.28
N: -2.410 0.074 -0.350  -0.23
O: -2.047 -1.191 -0.324  -0.21
C: -0.683 -1.308 0.273  -0.73
H: 3.529 0.445 -0.634  0.00
H: 1.128 1.924 -0.190  0.10
H: 0.675 0.782 -1.554  0.12
H: -0.231 0.125 1.626  0.36
H: -1.456 1.908 -0.116  0.38
H: -0.025 -1.725 -0.419  0.34
H: -0.894 -1.838 1.168  0.28

Cartesian forces, eV/Å:
-0.184 1.919 -0.903
-0.895 -0.198 0.346
-1.270 -0.430 -1.347
1.525 0.595 -0.787
-0.565 1.896 -0.407
0.969 -1.703 0.182
-1.945 1.074 0.150
0.074 -1.097 0.507
0.923 0.872 0.916
0.099 -0.951 -0.645
0.871 0.804 1.861
-0.821 -0.326 0.588
0.723 -1.498 -1.039
0.499 -0.957 0.577

Strongest force on any atom   2.23 eV/A
Energy relative to the best compared isomer or geometry (same formula, charge and spin)   3.1574 eV
SMILES   P=[PH2][C@H]1C=NOC1
HOMO-LUMO gap   0.311 hartree
Net charge   0

No. 6
Here is a gas-phase ion, C3H7NOS (charge -2) in a non-equilibrium geometry from OMol25. Energies are from ωB97M-V/def2-TZVPD.

Last column: Mulliken charge in e.
Geometry (Å):
N: -0.054 -0.571 1.488  -0.77
C: -0.267 0.261 0.281  0.08
C: -0.919 -0.582 -0.874  -0.33
O: -2.116 -1.137 -0.629  -0.92
C: 1.043 1.024 -0.095  -0.76
S: 2.597 0.069 -0.252  -0.80
H: 0.678 -1.233 1.260  0.27
H: -0.920 -1.114 1.496  0.31
H: -0.935 1.074 0.617  0.15
H: -0.859 0.128 -1.747  0.15
H: -0.105 -1.341 -1.021  0.09
H: 0.782 1.497 -1.061  0.25
H: 1.074 1.924 0.537  0.27

Cartesian forces, eV/Å:
-0.782 0.192 -0.047
0.605 0.289 0.510
1.124 0.394 0.488
-0.501 0.056 0.255
-1.062 0.121 -0.797
0.038 0.270 0.162
0.339 -0.037 -0.141
0.044 -0.201 0.123
-0.357 -0.230 -0.294
-0.194 -0.196 -0.174
-0.071 0.057 -0.444
0.255 -0.308 -0.114
0.561 -0.408 0.471

Strongest force on any atom   1.33 eV/A
Energy relative to the best compared isomer or geometry (same formula, charge and spin)   0.3561 eV
SMILES   N[C@H](C[O-])C[S-]
HOMO-LUMO gap   0.189 hartree
Net charge   -2

No. 7
Here is C3H7NOS in the gas phase in a non-equilibrium geometry from OMol25. Energies are from ωB97M-V/def2-TZVPD.

Last column: Mulliken charge in e.
Geometry (Å):
C: -1.886 -0.257 1.131  -0.50
O: -0.750 0.021 0.231  -0.09
N: -0.359 1.316 0.387  -0.51
C: 0.607 1.603 -0.359  0.01
S: 1.453 0.702 -1.554  -0.10
C: 1.557 -0.986 -0.980  -0.68
H: -1.508 -0.364 2.148  0.27
H: -2.657 0.546 1.084  0.22
H: -2.295 -1.202 0.758  0.23
H: 0.994 2.636 -0.259  0.34
H: 0.841 -1.722 -1.424  0.25
H: 2.598 -1.231 -1.268  0.30
H: 1.405 -1.061 0.103  0.26

Cartesian forces, eV/Å:
0.527 0.393 -0.954
-1.840 -0.904 0.708
-0.441 0.188 0.925
0.950 1.621 -0.155
0.114 0.044 -0.741
0.134 -1.215 0.148
-0.084 0.013 0.002
0.696 -0.512 -0.089
0.075 0.242 0.201
-0.434 -0.629 -0.115
0.516 0.912 0.023
-0.623 -0.335 0.380
0.409 0.182 -0.334

Strongest force on any atom   2.17 eV/A
Energy relative to the best compared isomer or geometry (same formula, charge and spin)   3.0314 eV
SMILES   CO/N=C\SC
HOMO-LUMO gap   0.346 hartree
Net charge   0

No. 8
Here is C3H7NOS in the gas phase in a non-equilibrium geometry from OMol25. Energies are from ωB97M-V/def2-TZVPD.

Last column: Mulliken charge in e.
Geometry (Å):
N: 0.567 0.623 1.491  -0.54
C: -0.019 0.581 0.141  0.56
C: -1.377 -0.079 0.263  -0.23
O: -2.377 0.484 0.580  -0.43
C: 0.951 -0.183 -0.808  -0.91
S: 0.246 -1.133 -2.220  -0.19
H: 0.084 0.006 2.115  0.20
H: 0.813 1.520 1.840  0.21
H: -0.108 1.623 -0.169  0.32
H: -1.322 -1.162 0.054  0.25
H: 1.546 0.528 -1.380  0.29
H: 1.634 -0.809 -0.242  0.37
H: -0.638 -1.998 -1.665  0.10

Cartesian forces, eV/Å:
0.133 -1.021 -0.976
0.971 0.240 0.353
0.858 -0.034 -0.549
-0.667 0.208 0.191
-0.524 -0.187 -0.333
-0.277 0.065 -0.053
0.076 0.247 0.624
-0.289 0.428 0.372
-0.366 -0.160 -0.363
-0.410 -0.177 0.275
0.144 0.093 0.220
-0.120 -0.015 0.132
0.469 0.314 0.107

Strongest force on any atom   1.42 eV/A
Energy relative to the best compared isomer or geometry (same formula, charge and spin)   1.6448 eV
SMILES   N[C@H](C=O)CS
HOMO-LUMO gap   0.367 hartree
Net charge   0

energy relative to the best compared isomer or geometry (same formula, charge and spin) of number 1 (C3H7NO3S)? 1.8528 eV

What is the formula in the second record? C3H7NO3S2

What is the formula in the seventh record? C3H7NOS

Copy entry 3 word for word.
Here is C3H7NO4 in the gas phase in a non-equilibrium geometry from OMol25. Energies are from ωB97M-V/def2-TZVPD.

Last column: Mulliken charge in e.
Geometry (Å):
C: -1.081 -0.651 -1.856  -0.51
O: -1.443 -0.162 -0.591  -0.24
O: -0.507 -0.859 0.522  -0.34
C: 0.496 -0.004 0.834  0.72
N: 0.551 0.235 2.244  -0.61
O: 1.754 -0.287 0.297  -0.52
C: -0.021 1.398 0.124  0.04
O: 0.547 1.892 -0.794  -0.48
H: -1.850 -0.291 -2.544  0.26
H: -0.089 -0.295 -2.159  0.29
H: -1.085 -1.746 -1.855  0.23
H: 1.462 0.579 2.520  0.26
H: 0.314 -0.599 2.768  0.22
H: 1.736 -1.061 -0.282  0.32
H: -0.783 1.850 0.772  0.34

Cartesian forces, eV/Å:
0.704 -0.677 0.012
0.983 -1.000 2.006
-1.987 -0.691 -1.959
-0.120 3.362 -1.262
-0.312 -0.203 0.020
0.159 -0.704 -0.030
1.501 -0.846 1.658
-0.195 0.201 -0.343
0.017 0.099 0.154
-0.202 0.123 -0.031
-0.107 0.114 -0.048
0.015 -0.163 -0.078
0.076 -0.001 0.062
-0.195 0.146 0.117
-0.339 0.240 -0.279

Strongest force on any atom   3.59 eV/A
Energy relative to the best compared isomer or geometry (same formula, charge and spin)   5.6696 eV
SMILES   COO[C@@](N)(O)C=O
HOMO-LUMO gap   0.329 hartree
Net charge   0